No. 1
{"formula": "C56H48AsN4O7PbS6", "method": "the ωB97M-V functional and the def2-TZVPD basis", "charge": -1, "e_tot_ev": -210242.31220, "gap_ev": [3.92, 3.92], "e_lumo_ev": [-0.1, -0.1], "e_homo_ev": [-4.017, -4.017], "species": ["Pb", "C", "O", "C", "C", "C", "C", "C", "C", "C", "C", "C", "C", "C", "N", "C", "C", "C", "C", "C", "C", "C", "C", "C", "C", "O", "C", "C", "C", "C", "N", "C", "C", "C", "C", "C", "C", "O", "C", "C", "C", "C", "C", "C", "C", "N", "C", "C", "N", "C", "C", "C", "C", "O", "C", "C", "C", "H", "H", "H", "H", "H", "H", "H", "H", "H", "H", "H", "H", "H", "H", "H", "H", "H", "H", "H", "H", "H", "H", "H", "H", "H", "H", "H", "H", "H", "H", "H", "H", "H", "H", "H", "H", "O", "C", "S", "C", "C", "S", "S", "S", "C", "As", "C", "C", "O", "H", "H", "H", "H", "H", "H", "H", "H", "H", "C", "O", "C", "S", "S", "H", "H", "H"], "xyz": [[-0.048, -0.173, 0.289], [-5.487, 8.400, 0.056], [-5.621, 7.191, 0.766], [-4.715, 6.207, 0.502], [-4.852, 5.033, 1.239], [-3.989, 3.976, 1.030], [-2.967, 4.059, 0.082], [-2.833, 5.241, -0.635], [-3.695, 6.312, -0.433], [-2.041, 2.918, -0.144], [-0.699, 3.121, 0.188], [-0.160, 4.350, 0.721], [1.166, 4.146, 0.921], [1.438, 2.786, 0.529], [0.305, 2.196, 0.100], [2.727, 2.179, 0.581], [3.072, 0.971, -0.086], [4.413, 0.505, -0.329], [4.305, -0.635, -1.059], [2.896, -0.893, -1.218], [2.362, -1.992, -1.904], [3.339, -2.951, -2.484], [3.424, -3.130, -3.859], [4.317, -4.032, -4.422], [5.152, -4.775, -3.597], [6.065, -5.682, -4.045], [6.174, -5.856, -5.439], [5.079, -4.605, -2.217], [4.184, -3.707, -1.669], [0.996, -2.255, -2.140], [-0.046, -1.492, -1.723], [-1.184, -2.062, -2.180], [-2.488, -1.536, -2.037], [-3.597, -2.387, -2.530], [-4.469, -1.950, -3.520], [-5.517, -2.744, -3.968], [-5.710, -4.001, -3.412], [-6.708, -4.855, -3.774], [-7.612, -4.415, -4.760], [-4.839, -4.458, -2.425], [-3.796, -3.665, -1.997], [-2.809, -0.262, -1.530], [-4.137, 0.301, -1.459], [-4.005, 1.555, -0.963], [-2.603, 1.741, -0.676], [-1.917, 0.630, -1.025], [-0.860, -3.260, -2.914], [0.490, -3.388, -2.878], [2.187, 0.092, -0.602], [3.836, 3.048, 1.078], [3.882, 3.503, 2.400], [4.897, 4.329, 2.839], [5.903, 4.734, 1.966], [6.865, 5.548, 2.487], [7.936, 5.904, 1.643], [5.868, 4.307, 0.647], [4.838, 3.481, 0.216], [-6.310, 9.035, 0.378], [-5.556, 8.246, -1.025], [-4.542, 8.900, 0.287], [-5.645, 4.974, 1.973], [-4.083, 3.071, 1.617], [-2.045, 5.325, -1.372], [-3.554, 7.217, -1.009], [-0.721, 5.247, 0.924], [1.891, 4.851, 1.291], [5.318, 0.977, 0.012], [5.102, -1.238, -1.460], [2.784, -2.542, -4.506], [4.341, -4.146, -5.497], [6.979, -6.570, -5.593], [6.423, -4.918, -5.944], [5.251, -6.257, -5.869], [5.730, -5.198, -1.588], [4.120, -3.597, -0.593], [-4.314, -0.977, -3.969], [-6.170, -2.362, -4.741], [-8.299, -5.239, -4.931], [-7.101, -4.173, -5.697], [-8.177, -3.539, -4.426], [-5.013, -5.437, -1.997], [-3.134, -4.018, -1.217], [-5.051, -0.204, -1.719], [-4.789, 2.275, -0.801], [-1.570, -3.906, -3.402], [1.082, -4.182, -3.301], [3.116, 3.180, 3.090], [4.938, 4.670, 3.865], [8.599, 6.525, 2.240], [7.595, 6.478, 0.775], [8.482, 5.021, 1.298], [6.631, 4.606, -0.059], [4.808, 3.187, -0.825], [5.921, -2.185, 4.696], [4.932, -1.877, 4.082], [4.187, -0.278, 4.135], [2.788, -0.620, 3.106], [2.720, -1.912, 2.563], [1.522, -2.553, 1.587], [4.055, -2.982, 3.016], [1.714, 0.640, 2.830], [-1.083, -1.481, 4.069], [-2.063, 0.129, 3.645], [-3.927, -0.299, 3.970], [-1.549, 1.441, 4.985], [-1.840, 0.784, 2.166], [-1.339, -1.822, 5.072], [-0.019, -1.266, 4.002], [-1.338, -2.243, 3.332], [-4.077, -0.638, 4.995], [-4.204, -1.089, 3.270], [-4.533, 0.584, 3.772], [-1.651, 1.065, 6.002], [-2.168, 2.326, 4.847], [-0.509, 1.701, 4.784], [-1.477, -5.788, 1.853], [-1.630, -4.446, 1.408], [-2.764, -3.755, 1.639], [-4.082, -4.393, 2.454], [-2.746, -2.169, 1.057], [-0.882, -6.300, 1.098], [-2.445, -6.272, 1.973], [-0.948, -5.799, 2.808]], "atomic_forces_ev_per_a": [[-0.5, -0.2, 0.5], [0.0, 0.1, 0.0], [-0.1, 0.0, 0.0], [0.1, -0.1, 0.0], [-0.1, 0.0, 0.0], [0.0, 0.0, 0.1], [0.0, 0.1, 0.0], [-0.1, -0.2, 0.0], [0.0, 0.2, 0.0], [0.5, 0.2, 0.2], [-0.5, -0.1, 0.0], [0.2, 0.1, 0.0], [-0.2, 0.1, 0.1], [0.0, -0.3, 0.1], [0.2, 0.1, -0.3], [-0.1, -0.1, -0.2], [-0.3, 0.1, 0.2], [0.1, -0.2, 0.1], [0.1, 0.1, 0.0], [-0.1, -0.1, 0.0], [0.1, 0.2, 0.3], [0.0, -0.1, -0.1], [0.0, 0.1, 0.1], [0.0, -0.1, -0.1], [-0.1, 0.1, 0.1], [0.1, 0.0, 0.0], [0.0, 0.0, -0.1], [0.1, -0.1, 0.0], [0.0, -0.1, 0.0], [-0.3, -0.1, 0.1], [0.3, 0.3, -0.4], [-0.2, -0.1, -0.1], [0.2, 0.2, 0.0], [-0.2, 0.0, -0.1], [0.2, 0.0, 0.1], [-0.1, 0.0, -0.1], [0.1, 0.1, 0.1], [0.0, -0.1, 0.0], [-0.1, 0.0, 0.0], [-0.1, -0.1, -0.1], [0.0, 0.0, 0.1], [-0.2, -0.3, 0.0], [0.0, -0.1, 0.0], [0.0, 0.0, 0.0], [-0.1, -0.2, -0.1], [0.3, 0.2, -0.2], [-0.1, 0.0, 0.0], [0.0, 0.0, 0.1], [0.2, 0.4, -0.5], [0.0, 0.0, 0.0], [0.1, -0.1, -0.1], [0.0, 0.1, 0.1], [-0.1, -0.1, -0.1], [0.0, 0.0, 0.1], [0.1, 0.0, 0.0], [0.2, 0.0, -0.1], [-0.1, 0.1, 0.0], [0.0, 0.0, 0.0], [0.0, 0.0, 0.0], [0.0, 0.0, 0.0], [0.0, 0.0, 0.0], [0.0, 0.0, 0.0], [0.0, 0.0, 0.0], [0.0, 0.0, 0.0], [0.0, 0.0, 0.0], [0.0, 0.0, 0.0], [0.0, 0.0, 0.0], [0.0, 0.0, 0.0], [0.0, 0.0, 0.0], [0.0, 0.0, 0.0], [0.0, 0.0, 0.0], [0.0, 0.0, 0.0], [0.0, 0.0, 0.0], [0.0, 0.0, 0.0], [0.0, 0.0, 0.0], [0.0, 0.0, 0.0], [0.0, 0.0, 0.0], [0.0, 0.0, 0.0], [0.0, 0.0, 0.0], [0.0, 0.0, 0.0], [0.0, 0.0, 0.0], [0.0, 0.0, 0.0], [0.0, 0.0, -0.1], [0.0, 0.0, 0.0], [0.0, 0.0, 0.0], [0.0, 0.0, 0.0], [-0.1, 0.0, 0.0], [0.0, 0.0, 0.0], [0.0, 0.0, 0.0], [0.0, 0.0, 0.0], [0.0, 0.0, 0.0], [0.0, 0.0, 0.0], [0.0, 0.0, 0.0], [-0.1, 0.1, -0.1], [0.2, 0.0, 0.0], [-0.1, 0.1, -0.1], [-0.4, 1.6, 0.3], [-0.4, -1.2, -0.7], [0.5, 0.0, 0.6], [-0.1, 0.0, -0.2], [0.6, -0.5, 0.4], [0.0, 0.1, -0.1], [-0.5, -0.5, 0.9], [0.2, 0.0, -0.1], [0.0, -0.1, -0.2], [0.3, 0.5, -0.7], [0.0, 0.1, 0.0], [0.1, 0.0, 0.0], [0.0, 0.1, 0.1], [0.0, 0.0, 0.0], [0.1, 0.0, 0.0], [0.0, 0.0, 0.0], [0.0, -0.1, 0.0], [0.0, 0.0, 0.0], [0.0, 0.0, 0.0], [-0.1, -0.1, 0.0], [0.2, 0.0, -0.2], [-0.3, 0.2, 0.2], [0.0, -0.3, 0.1], [0.2, 0.1, -0.1], [0.0, 0.1, 0.0], [0.0, 0.0, 0.0], [0.0, 0.0, 0.0]]}

=====

No. 2
{"formula": "C56H48FGeN2OP2S6V", "method": "the ωB97M-V functional and the def2-TZVPD basis", "charge": -1, "e_tot_ev": -232392.32287, "gap_ev": [6.02, 6.22], "spin_multiplicity": 4, "e_lumo_ev": [2.0, 2.0], "e_homo_ev": [-4.050, -4.252], "species": ["V", "O", "C", "S", "C", "C", "S", "S", "S", "C", "S", "C", "C", "C", "N", "P", "C", "C", "C", "C", "C", "C", "C", "C", "C", "C", "C", "C", "P", "C", "C", "C", "C", "C", "C", "C", "C", "C", "C", "C", "C", "H", "H", "H", "H", "H", "H", "H", "H", "H", "H", "H", "H", "H", "H", "H", "H", "H", "H", "H", "H", "H", "H", "H", "H", "H", "H", "H", "H", "H", "C", "C", "C", "C", "C", "C", "Ge", "C", "C", "C", "C", "C", "C", "C", "C", "C", "C", "C", "C", "H", "H", "H", "H", "H", "H", "H", "H", "H", "H", "H", "H", "H", "H", "H", "S", "C", "N", "F", "C", "C", "C", "C", "C", "C", "H", "H", "H", "H"], "xyz": [[13.122, 14.302, 15.719], [9.132, 17.857, 20.174], [9.839, 17.221, 19.449], [9.458, 15.537, 18.974], [10.927, 15.215, 17.969], [11.750, 16.266, 17.874], [13.262, 16.318, 17.049], [11.252, 17.750, 18.669], [11.171, 13.751, 17.086], [12.095, 16.067, 7.545], [13.890, 16.314, 7.560], [14.088, 16.708, 9.299], [13.870, 15.538, 10.242], [13.507, 16.256, 11.601], [13.425, 15.469, 12.811], [14.728, 15.082, 13.873], [15.753, 14.035, 12.690], [16.782, 14.460, 11.780], [17.172, 13.617, 10.734], [16.708, 12.259, 10.696], [15.848, 11.792, 11.723], [15.389, 12.686, 12.692], [15.591, 16.658, 14.224], [14.925, 17.897, 14.192], [15.634, 18.989, 14.825], [16.909, 18.778, 15.341], [17.498, 17.517, 15.325], [16.840, 16.426, 14.814], [12.052, 14.800, 13.510], [10.828, 16.107, 13.272], [10.576, 17.019, 14.268], [9.741, 18.077, 14.067], [9.035, 18.218, 12.913], [9.206, 17.272, 11.860], [10.160, 16.281, 12.061], [11.416, 13.427, 12.550], [12.237, 12.922, 11.610], [12.010, 11.677, 11.010], [10.847, 10.993, 11.398], [9.900, 11.612, 12.240], [10.221, 12.792, 12.880], [11.758, 15.922, 6.550], [11.654, 17.036, 7.843], [11.828, 15.207, 8.192], [13.275, 17.459, 9.457], [15.129, 17.148, 9.332], [14.782, 14.942, 10.379], [13.080, 14.819, 9.910], [12.558, 16.790, 11.583], [14.281, 17.057, 11.707], [17.231, 15.459, 11.784], [17.871, 14.033, 10.059], [17.100, 11.495, 10.005], [15.515, 10.734, 11.793], [14.726, 12.302, 13.498], [13.901, 18.032, 13.811], [15.143, 19.928, 14.802], [17.368, 19.574, 15.842], [18.536, 17.368, 15.707], [17.124, 15.434, 14.953], [11.119, 16.926, 15.201], [9.490, 18.698, 14.953], [8.388, 19.053, 12.637], [8.623, 17.199, 10.974], [10.316, 15.528, 11.283], [13.128, 13.537, 11.499], [12.654, 11.235, 10.269], [10.589, 9.972, 11.115], [9.032, 11.028, 12.440], [9.604, 13.150, 13.716], [8.178, 11.588, 16.282], [7.764, 12.243, 17.435], [8.455, 12.046, 18.599], [9.581, 11.252, 18.616], [9.909, 10.507, 17.477], [9.241, 10.716, 16.285], [10.854, 11.027, 20.080], [10.392, 9.216, 20.777], [9.051, 8.825, 20.618], [8.541, 7.826, 21.442], [9.390, 7.146, 22.305], [10.702, 7.558, 22.454], [11.229, 8.588, 21.663], [10.368, 12.062, 21.595], [9.714, 11.413, 22.690], [9.341, 12.172, 23.800], [9.556, 13.531, 23.842], [10.218, 14.177, 22.793], [10.638, 13.456, 21.684], [7.636, 11.838, 15.436], [7.059, 13.051, 17.324], [8.206, 12.649, 19.502], [10.898, 10.024, 17.474], [9.507, 10.113, 15.387], [8.349, 9.326, 19.958], [7.438, 7.773, 21.515], [8.985, 6.400, 22.962], [11.334, 7.043, 23.188], [12.261, 8.925, 21.727], [9.595, 10.369, 22.707], [8.889, 11.721, 24.690], [9.261, 14.185, 24.627], [10.338, 15.257, 23.014], [11.200, 13.936, 20.901], [13.182, 9.526, 15.146], [13.070, 11.152, 15.167], [13.177, 12.315, 15.196], [16.746, 11.167, 18.858], [15.393, 11.223, 19.089], [14.761, 9.996, 18.994], [13.383, 10.033, 19.190], [12.669, 11.178, 19.607], [13.380, 12.339, 19.624], [14.750, 12.372, 19.400], [15.292, 9.096, 18.701], [12.854, 9.109, 19.063], [12.940, 13.299, 19.928], [15.283, 13.238, 19.339]], "atomic_forces_ev_per_a": [[-0.6, -0.1, 0.0], [-0.5, 0.7, 0.7], [-0.6, -1.6, -0.5], [0.4, -0.5, -0.4], [-0.9, 0.4, 0.2], [-0.2, 0.4, 0.5], [0.7, 0.1, -0.6], [1.4, 1.0, -0.3], [0.0, -0.2, 0.0], [0.4, 0.5, 1.2], [0.0, -0.4, -0.8], [0.0, 0.4, -0.8], [-0.5, 0.2, 1.1], [0.8, 0.1, -0.5], [0.9, -0.3, 0.2], [0.1, -0.1, -0.8], [1.4, 0.5, 0.1], [-1.3, -0.4, 0.0], [-1.0, -1.5, 1.6], [0.0, 0.2, 1.0], [0.5, 0.3, -0.7], [-0.5, -0.2, 0.5], [-1.1, -0.7, -0.5], [1.8, 0.7, 1.2], [-0.6, -2.5, -1.4], [-1.2, -0.7, -0.5], [1.6, -0.1, 0.5], [-1.5, 2.3, -0.4], [-0.7, 0.5, 1.5], [-0.2, 0.1, -0.6], [1.3, -0.6, 0.7], [-1.2, 1.2, 1.9], [-0.7, -0.4, -3.1], [1.2, 0.0, 2.0], [-0.6, -0.8, -0.5], [-1.0, 0.5, 0.7], [1.5, -0.7, -1.1], [-1.2, -0.2, 0.5], [-0.2, 0.6, -0.1], [1.5, -0.4, -0.2], [-0.6, -0.1, 0.6], [-0.1, -0.5, -1.0], [-0.1, -0.6, 0.3], [-0.1, 0.7, -0.4], [1.0, -0.1, 0.3], [-1.3, -0.3, 0.4], [-0.3, 0.2, -0.1], [0.5, 0.9, 0.1], [-0.1, 0.1, -0.7], [-0.4, -0.6, 0.2], [-0.5, -0.2, 0.3], [0.7, -0.1, -0.9], [-0.2, 0.8, 0.0], [0.4, 0.9, -0.2], [0.4, 0.4, -0.7], [0.6, -0.2, 0.2], [-0.1, 0.9, 0.4], [0.9, 1.0, 0.5], [-1.0, 0.3, 0.0], [1.0, -1.4, 0.0], [-0.1, -0.1, 0.2], [0.5, -0.1, -0.9], [0.0, -0.1, 0.8], [-0.4, 0.6, -0.6], [-0.1, 0.2, 0.1], [0.1, -0.8, -0.7], [0.4, 0.0, 0.1], [0.4, 0.3, -0.4], [-0.7, 0.0, 0.5], [0.1, 0.0, -0.5], [0.0, 0.1, 1.3], [0.4, 0.2, -0.8], [0.0, 1.1, 1.8], [0.5, -1.0, -0.2], [1.3, 0.9, 0.2], [-0.1, -1.4, -0.6], [-1.6, -1.1, -0.3], [-0.4, 1.1, -1.6], [0.2, -0.4, 0.8], [-0.6, 0.7, -0.2], [-0.3, 0.6, 0.4], [1.0, -0.5, -0.1], [-0.3, -0.8, 0.5], [-0.5, 0.9, 1.8], [0.9, 2.5, -0.4], [-0.4, -0.4, 0.6], [0.6, 0.2, -1.3], [-0.3, 0.4, 0.9], [-0.3, -0.8, 0.4], [-0.7, 0.1, -1.9], [-0.5, -0.1, 0.3], [0.1, -0.5, -0.7], [-0.6, -0.3, -0.2], [0.0, 0.8, 0.7], [0.4, 0.2, 0.0], [0.7, -0.7, -0.3], [-0.1, -0.3, 0.2], [-0.2, 0.2, -0.3], [-0.1, -0.1, 0.3], [-0.3, -1.1, -0.1], [0.1, -0.2, -0.5], [-0.4, -0.1, 0.9], [0.3, -0.7, -1.0], [-0.1, 0.2, -0.2], [-0.4, 0.0, -0.1], [0.7, -0.5, 0.1], [-0.3, 0.2, 0.1], [-0.5, 0.7, 0.2], [1.2, -2.0, -0.3], [-1.1, 0.6, -0.2], [0.2, -0.4, 0.4], [1.2, -1.3, -1.0], [0.4, 1.8, 1.0], [-1.0, -1.3, -0.4], [-0.1, 0.2, 0.0], [-0.3, -0.4, 0.0], [0.0, -0.5, -0.4], [1.2, 2.4, 0.2]]}